Entry 1:
{"formula": "C6H11N", "method": "ωB97M-V/def2-TZVPD", "largest_force_ev_per_a": 2.77, "total_charge": 0, "de_lowest_kcal_mol": 64.1, "lumo_ev": 0.932, "symbols": ["C", "C", "C", "C", "C", "C", "N", "H", "H", "H", "H", "H", "H", "H", "H", "H", "H", "H"], "coordinates": [[2.11, 0.20, 0.06], [1.00, -0.71, -0.44], [-0.39, -0.08, -0.44], [-1.91, -0.98, 1.52], [-0.55, 1.16, -1.31], [-0.99, 0.04, 0.93], [-1.18, 0.72, 1.93], [2.20, 1.10, -0.57], [3.07, -0.32, 0.05], [1.91, 0.53, 1.09], [0.98, -1.63, 0.16], [1.21, -1.02, -1.48], [-1.56, -1.58, 2.35], [-3.01, -0.92, 1.52], [-1.09, -0.85, -0.78], [-1.60, 1.48, -1.31], [0.06, 1.99, -0.96], [-0.27, 0.89, -2.33]]}

***

Entry 2:
{"formula": "C4H5ClO", "method": "ωB97M-V/def2-TZVPD", "largest_force_ev_per_a": 3.04, "total_charge": 0, "smiles": "C=C=O.C=CCl", "de_lowest_kcal_mol": 41.9, "lumo_ev": 0.847, "symbols": ["C", "C", "C", "C", "O", "Cl", "H", "H", "H", "H", "H"], "coordinates": [[1.11, -2.60, 0.47], [-0.42, 0.92, -1.14], [0.94, -1.45, 0.99], [-1.03, -0.14, -0.72], [1.23, -3.61, -0.04], [-1.30, -1.53, -1.72], [-0.44, 1.65, -0.39], [-0.10, 0.87, -2.12], [0.39, -1.54, 1.92], [1.58, -0.77, 0.50], [-1.63, -0.19, 0.22]]}

***

Entry 3:
{"formula": "C2H5N3O", "method": "ωB97M-V/def2-TZVPD", "largest_force_ev_per_a": 7.67, "total_charge": 2, "smiles": "C1=[NH+]C=[NH+]ON1", "de_lowest_kcal_mol": 27.2, "lumo_ev": -11.977, "symbols": ["C", "C", "N", "N", "N", "O", "H", "H", "H", "H", "H"], "coordinates": [[1.12, -0.13, 0.52], [-1.22, -0.26, 0.39], [1.23, 0.34, -0.65], [-0.10, -0.54, 1.03], [-1.08, 0.40, -0.96], [0.18, 0.42, -1.55], [2.00, -0.18, 1.18], [-2.23, -0.33, 0.79], [2.09, 0.71, -1.09], [-0.14, -0.98, 1.96], [-1.85, 0.55, -1.62]]}

***

| no. | molecular weight (g/mol) |
| --- | --- |
| 1 | 97.16 |
| 2 | 104.54 |
| 3 | 87.08 |